{
  "formula": "C62H169N11O17",
  "method": "ωB97M-V/def2-TZVPD",
  "homo_energy_ev": -8.89,
  "energy_ha": -4344.7132,
  "orbital_gap_ev": 9.28,
  "e_above_lowest_ev": 0.024,
  "symbols": ["O", "O", "O", "O", "O", "O", "O", "O", "O", "O", "O", "O", "O", "O", "O", "O", "O", "N", "N", "N", "N", "N", "N", "N", "N", "N", "N", "N", "C", "C", "C", "C", "C", "C", "C", "C", "C", "C", "C", "C", "C", "C", "C", "C", "C", "C", "C", "C", "C", "C", "C", "C", "C", "C", "C", "C", "C", "C", "C", "C", "C", "C", "C", "C", "C", "C", "C", "C", "C", "C", "C", "C", "C", "C", "C", "C", "C", "C", "C", "C", "C", "C", "C", "C", "C", "C", "C", "C", "C", "C", "H", "H", "H", "H", "H", "H", "H", "H", "H", "H", "H", "H", "H", "H", "H", "H", "H", "H", "H", "H", "H", "H", "H", "H", "H", "H", "H", "H", "H", "H", "H", "H", "H", "H", "H", "H", "H", "H", "H", "H", "H", "H", "H", "H", "H", "H", "H", "H", "H", "H", "H", "H", "H", "H", "H", "H", "H", "H", "H", "H", "H", "H", "H", "H", "H", "H", "H", "H", "H", "H", "H", "H", "H", "H", "H", "H", "H", "H", "H", "H", "H", "H", "H", "H", "H", "H", "H", "H", "H", "H", "H", "H", "H", "H", "H", "H", "H", "H", "H", "H", "H", "H", "H", "H", "H", "H", "H", "H", "H", "H", "H", "H", "H", "H", "H", "H", "H", "H", "H", "H", "H", "H", "H", "H", "H", "H", "H", "H", "H", "H", "H", "H", "H", "H", "H", "H", "H", "H", "H", "H", "H", "H", "H", "H", "H", "H", "H", "H", "H", "H", "H", "H", "H", "H", "H", "H", "H", "H", "H", "H", "H", "H", "H", "H", "H", "H", "H", "H", "H"],
  "xyz": [[-1.900, -5.825, 1.718], [0.131, 0.893, -5.959], [-0.576, 3.670, 3.525], [1.387, -2.537, -7.666], [-1.520, -1.634, 5.552], [-1.180, -5.304, -3.660], [6.110, -0.021, -1.510], [-0.219, 5.581, -1.589], [3.584, 3.657, -3.573], [3.359, -2.228, 5.003], [4.012, 2.080, 2.976], [-5.373, 1.282, -3.412], [1.040, -0.729, 1.159], [-4.892, -1.844, 2.392], [3.384, -4.329, -3.754], [-5.113, 0.312, 6.490], [-3.580, 6.045, 1.670], [0.862, -1.604, 3.886], [0.106, -7.589, 0.538], [-6.661, -0.583, 9.743], [-3.902, -2.932, -4.914], [-0.599, 6.296, 0.999], [3.827, 0.467, 0.363], [-0.890, -0.626, -8.496], [6.775, 3.530, 5.116], [-7.267, -3.208, 1.970], [6.965, 5.106, -4.141], [2.406, -0.121, -7.223], [-5.972, -0.773, 8.448], [2.579, 2.030, 3.029], [-3.044, -5.087, 1.760], [-2.235, -1.713, 6.786], [-3.982, -1.848, 3.477], [6.142, 2.777, 4.033], [4.362, -4.951, -1.572], [-3.141, 1.116, -2.767], [2.007, -2.370, -6.354], [-6.092, -1.081, 2.618], [-4.794, 5.382, 1.397], [4.617, 2.675, 4.102], [-1.256, -0.681, 0.850], [0.084, -0.066, 0.442], [0.805, -4.020, 3.695], [5.316, 5.557, -2.417], [-0.939, 2.280, 3.598], [6.725, -0.677, -2.564], [-5.707, 0.574, 7.706], [2.976, -1.210, -6.534], [-1.091, 1.048, -6.662], [-1.003, 1.802, 5.015], [5.006, 0.714, -1.880], [-2.792, -3.430, -4.065], [-1.118, 8.425, 0.155], [4.285, -1.537, 4.173], [2.935, -2.892, -1.836], [-0.079, 0.935, -4.555], [-4.860, 1.537, 5.805], [-4.984, 1.745, -1.118], [-4.561, 0.912, -2.363], [-1.641, 7.375, 1.030], [-6.782, -1.725, 7.638], [-7.202, -1.773, 1.820], [0.002, -2.768, 4.015], [6.645, 1.349, 4.019], [-0.195, 4.164, -1.551], [-1.930, 1.346, -9.010], [-2.310, 2.105, 2.914], [1.633, -5.758, 0.203], [5.863, 4.519, -3.371], [0.079, -4.635, -3.872], [0.343, -0.132, -1.082], [0.383, -6.247, 0.994], [0.586, -3.739, -7.630], [2.495, 3.313, -4.388], [5.586, 2.218, 0.182], [-3.078, 6.912, 0.618], [4.760, 3.975, -4.247], [-0.823, 0.794, -8.135], [-0.802, -2.828, 5.320], [5.702, -1.994, 4.624], [1.017, 3.755, -0.752], [4.080, -1.917, 2.698], [-8.607, -1.166, 2.071], [-3.298, -3.396, -2.656], [-1.548, 3.684, -0.973], [-0.868, -5.311, 0.894], [4.479, 1.404, -0.567], [-2.246, -4.810, -4.521], [3.717, -0.761, -5.302], [3.928, -3.809, -2.538], [0.836, -5.198, -3.326], [-3.067, 0.899, -3.833], [-3.741, 7.777, 0.631], [-7.068, -2.637, 8.161], [-1.279, -1.724, 0.532], [5.279, 1.478, -2.607], [-3.518, -2.865, -5.846], [1.677, 0.271, -6.645], [4.600, -0.179, 0.297], [2.485, -2.135, 4.615], [0.988, -1.347, 2.917], [-2.070, -0.140, 0.369], [1.110, -4.670, -7.414], [-4.405, -2.301, 4.373], [1.691, 2.998, -3.723], [-6.842, -1.461, 10.207], [-2.471, 0.441, -2.233], [-2.826, -4.026, 1.876], [0.337, -4.543, -4.927], [-9.336, -1.568, 1.367], [3.743, -1.560, -7.225], [1.881, -0.510, -7.993], [-4.715, 2.798, -1.202], [-1.793, 2.314, 5.564], [-1.038, 8.105, -0.883], [-2.380, 3.931, -1.632], [-4.599, -3.644, -5.075], [2.071, 4.116, -4.992], [-0.109, -1.125, -8.096], [-6.339, -1.076, 3.680], [-3.673, -5.470, 2.563], [-2.907, -0.873, 6.958], [1.609, -4.173, 4.415], [-0.594, 0.019, -4.268], [-5.017, -1.258, 8.653], [-1.931, 0.491, -6.248], [-2.393, -3.365, -2.049], [-3.910, -2.514, -2.464], [4.840, -1.480, 2.050], [0.005, -3.623, -3.474], [7.780, 3.505, 5.017], [2.469, -3.290, -5.995], [2.183, 1.328, 3.764], [-2.872, -2.594, 6.697], [-0.021, -2.925, 6.073], [7.681, -1.092, -2.248], [1.950, -3.344, -1.719], [-1.236, -5.218, -0.128], [4.329, 3.726, 4.058], [-8.592, -0.078, 2.014], [-6.638, 1.125, 7.571], [1.283, -4.000, 2.715], [-0.700, -2.619, 3.194], [7.554, 4.423, -4.596], [-3.020, -5.575, -4.466], [-4.475, 1.402, -0.217], [-0.065, 1.989, 5.539], [5.089, 3.091, -4.793], [1.884, -0.491, 0.767], [2.430, -6.502, 0.215], [-7.753, -1.321, 7.354], [-1.575, 7.865, 2.002], [6.478, 0.915, 5.005], [4.435, -1.479, -4.905], [1.921, 4.218, -1.147], [-5.209, 0.704, -4.161], [-3.742, -0.847, 3.836], [6.955, -0.099, -3.459], [-1.399, -0.530, 1.920], [3.524, -5.628, -1.405], [-4.426, 2.358, 6.377], [-7.555, -0.118, 9.672], [-1.238, 0.738, 5.015], [-7.626, -3.630, 1.126], [3.887, 0.827, 1.305], [-0.455, 0.451, -1.542], [6.073, -1.441, -2.989], [6.581, 1.773, 0.202], [-5.821, -0.059, 2.354], [-0.826, 5.564, 1.656], [0.044, 1.313, -8.542], [1.211, -2.084, -5.667], [-9.021, -1.374, 3.058], [5.879, -3.065, 4.521], [-1.780, 4.137, -0.009], [7.565, 5.557, -3.465], [-6.921, -1.628, 0.777], [0.250, -4.957, 3.670], [3.912, -5.081, -4.034], [-6.311, -1.989, 6.691], [0.967, 4.081, 0.287], [4.792, -3.219, -2.843], [4.768, -4.527, -0.653], [4.309, 0.014, -2.341], [-3.009, -2.321, 3.343], [3.092, -1.521, 2.462], [-1.376, 2.616, -0.841], [5.865, -1.725, 5.668], [-3.132, 6.530, -0.402], [1.276, 0.299, -1.447], [-0.591, -4.315, 1.239], [-1.877, -4.760, -5.546], [3.677, 2.080, -0.862], [-0.344, -3.609, -7.077], [-4.670, 4.811, 0.477], [-2.878, 0.915, -8.688], [2.235, 3.021, 3.323], [-1.766, 1.329, -10.087], [2.052, -4.864, 0.665], [4.760, 5.059, -1.623], [-6.054, 1.620, -0.951], [-1.397, -3.737, 5.404], [6.179, 0.727, 3.254], [-1.291, 4.153, 3.945], [-4.195, 1.266, 4.985], [1.439, -5.396, -0.806], [0.166, 6.683, 1.533], [2.200, 1.701, 2.061], [-0.406, -7.564, -0.332], [6.326, 3.246, 3.066], [1.334, 2.713, -0.712], [6.679, 2.952, 5.939], [0.387, -0.791, 4.251], [-2.623, 1.061, 2.932], [-0.081, 3.879, -2.597], [0.896, 1.037, -4.077], [3.235, -2.546, -0.846], [-3.842, -4.289, -2.349], [-0.469, -8.122, 1.176], [4.247, 0.188, -5.379], [-3.481, -5.261, 0.776], [4.316, -0.456, 4.314], [0.071, 1.005, 0.644], [0.272, -1.173, -1.398], [4.552, 4.686, -5.047], [3.059, -0.594, -4.450], [-0.351, 5.878, -0.685], [-5.089, 1.194, 8.356], [-5.610, 6.086, 1.237], [-0.145, 1.756, 3.067], [-1.963, -2.743, -4.234], [-1.517, -1.832, 7.597], [0.265, -3.852, -8.665], [-0.120, 8.755, 0.446], [6.344, 3.731, -2.792], [4.050, -2.995, 2.544], [2.782, -1.974, -2.402], [5.128, -5.604, -1.991], [6.530, -1.519, 4.098], [4.243, 2.305, 5.057], [-0.733, -0.709, -9.491], [-3.059, 2.685, 3.454], [-2.875, 2.173, -2.745], [-5.705, 1.979, 5.278], [-4.645, -0.129, -2.052], [-1.403, 2.087, -6.559], [5.291, 2.509, 1.190], [-0.732, 1.756, -4.258], [2.682, 2.433, -5.003], [-2.004, 2.414, -8.805], [7.719, 1.334, 3.837], [4.539, 6.128, -2.925], [-6.292, -3.461, 2.037], [-2.359, 2.514, 1.905], [6.098, 6.141, -1.932], [5.697, 3.177, -0.325], [0.713, -6.348, 2.028], [-1.794, 9.270, 0.292], [-4.992, 4.733, 2.251]]
}